Entry 1:
Formula: CH2FNO
Source: OMol25
Level of theory: the ωB97M-V functional and the def2-TZVPD basis

As for the total energy: -7318.064 eV. The calculation puts the HOMO energy (alpha / beta) at -9.55 / -9.50 eV. The multiplicity is 1. Its charge is 0. Its orbital gap (alpha / beta) is 9.62 / 9.60 eV.

CARTESIAN COORDINATES (ANGSTROEM)
C (-0.03936, -0.18196, -0.46796)
N (-1.55366, -2.66447, -1.39297)
O (-1.01129, -0.49211, -1.05131)
F (-1.72043, -2.39343, -2.65832)
H (0.47621, 0.82246, -0.35037)
H (0.72904, -0.94640, 0.03727)

=====

Entry 2:
Formula: CH2FNO
Source: OMol25
Level of theory: the ωB97M-V functional and the def2-TZVPD basis

As for the total energy: -7318.290 eV. The calculation puts the HOMO energy (alpha / beta) at -9.60 / -8.72 eV. The multiplicity is 1. Its charge is 0. Its orbital gap (alpha / beta) is 9.62 / 8.64 eV.

CARTESIAN COORDINATES (ANGSTROEM)
C (-0.22562, 0.16465, 0.00563)
N (-1.55987, 1.93228, 0.81222)
O (-1.35324, 0.71663, 0.33368)
F (-2.95932, 2.02205, 0.77407)
H (-0.41948, -0.81957, -0.12576)
H (0.75549, 0.47498, 0.09356)

=====

Entry 3:
Formula: CH2FNO3S
Source: OMol25
Level of theory: the ωB97M-V functional and the def2-TZVPD basis

As for the total energy: -22252.467 eV. The calculation puts the HOMO energy at -11.19 eV. The multiplicity is 1. Its charge is 0. Its orbital gap is 10.29 eV.

CARTESIAN COORDINATES (ANGSTROEM)
C (1.17385, -0.87929, -0.08497)
N (0.53394, 0.28257, 0.16793)
O (0.56131, -1.88063, -0.29730)
O (-1.54614, -0.18494, -1.27333)
O (-1.37804, 1.82577, 0.13967)
F (-1.64167, -0.36172, 1.16262)
S (-1.09993, 0.46137, -0.10750)
H (2.27497, -0.81279, -0.04204)
H (1.12170, 1.54966, 0.33492)

=====

Entry 4:
Formula: CH2FO2S
Source: OMol25
Level of theory: the ωB97M-V functional and the def2-TZVPD basis

As for the total energy: -18714.242 eV. The calculation puts the HOMO energy (alpha / beta) at -4.70 / -4.70 eV. The multiplicity is 1. Its charge is -1. Its orbital gap (alpha / beta) is 6.88 / 6.81 eV.

CARTESIAN COORDINATES (ANGSTROEM)
C (-2.44192, -0.49228, -0.40336)
O (1.77436, 1.05151, -1.23009)
O (2.25173, 1.40670, 1.18816)
F (1.52651, -0.96436, 0.35546)
S (1.31429, 0.88102, 0.13317)
H (-2.52570, -0.58120, 0.78216)
H (-1.89926, -1.30139, -0.82549)